1.
93
Properties=species:S:1:pos:R:3:forces:R:3 method="wB97M-V/def2-TZVPD" lumo_energy_ev=-0.63 e_homo_ev=-10.01 e_tot_ha=-117760.953452 molar_mass_g_mol=3993.197
N 2.404184 1.991043 0.614520 -0.7 1.0 0.4
C 1.382148 2.799038 -0.030631 0.7 -0.4 1.7
O 1.291622 2.696535 -1.203591 -1.3 0.3 -0.8
C 0.518096 3.764311 0.806553 0.7 0.0 0.1
C -0.651579 3.095056 1.576363 1.0 0.6 0.2
N -1.891824 2.949621 0.764281 -2.1 -1.1 -0.5
S -3.216515 3.441736 1.816193 -0.7 0.3 0.9
S -2.164367 1.303786 0.418271 1.6 -1.3 0.9
O -2.317017 0.518580 1.604601 -1.0 0.5 -0.1
O -1.072892 0.872917 -0.379277 -0.4 0.5 -1.2
F -3.556967 1.220282 -0.342275 1.5 0.9 0.5
H 1.998973 1.134902 0.989756 0.2 0.0 -0.1
H 2.810391 2.542608 1.369687 -0.1 -0.4 0.2
H 1.187368 4.194756 1.585152 -0.4 -0.2 -0.4
H 0.196255 4.605664 0.165938 -0.1 -0.5 0.3
H -0.318036 2.153696 2.053394 -0.3 0.3 -0.4
H -0.904780 3.776507 2.409771 0.0 -0.4 -0.4
H -4.318655 3.670586 1.043344 0.9 -0.2 -0.5
C -2.700971 -2.684657 2.355613 0.1 0.0 0.0
Br -2.851442 -3.015131 4.254588 -0.1 -0.1 -0.2
Br -1.183978 -3.592865 1.582409 -0.3 0.0 0.2
Br -4.334555 -3.128250 1.422224 0.0 0.2 0.0
H -2.536129 -1.620441 2.228218 -0.1 -0.1 0.0
C -1.081871 7.313402 2.692232 -0.1 0.1 -0.1
Br -2.508629 6.842400 1.480210 0.2 0.3 0.1
Br -0.834599 5.980046 4.070571 0.0 0.1 -0.1
Br 0.559965 7.662204 1.739886 -0.2 -0.1 0.2
H -1.371817 8.230357 3.189839 0.0 -0.1 0.0
C 0.602108 -3.721048 -2.096329 0.1 0.2 0.0
Br 0.960983 -5.101914 -0.799382 0.0 0.0 -0.1
Br -0.898171 -4.151590 -3.227691 0.0 -0.1 0.1
Br 0.361096 -2.007524 -1.253873 0.0 0.1 -0.2
H 1.471774 -3.641638 -2.736428 -0.1 -0.1 0.0
C -0.318454 -6.141024 5.131375 -0.1 0.0 0.1
Br -1.673013 -6.787337 3.919576 0.4 0.0 0.2
Br -0.046919 -7.321631 6.632385 0.1 0.1 -0.4
Br 1.332820 -5.751326 4.208174 -0.1 0.0 0.1
H -0.682821 -5.204736 5.538007 0.0 0.0 -0.1
C -1.992146 0.008618 6.157745 0.1 0.1 0.0
Br -1.808140 0.744934 4.380599 -0.1 -0.2 0.4
Br -0.656657 -1.340578 6.513544 0.1 0.2 0.1
Br -1.994545 1.386350 7.509397 0.0 -0.1 -0.1
H -2.957450 -0.480746 6.199654 0.1 0.0 -0.1
C -1.454392 -5.370599 10.470996 0.0 -0.1 -0.1
Br -0.959036 -4.134561 9.067657 -0.1 0.0 0.2
Br -1.212779 -7.195105 9.893967 -0.1 0.1 0.4
Br -0.525401 -4.998535 12.121101 -0.1 0.0 -0.2
H -2.510851 -5.233561 10.663054 0.1 0.0 0.0
C -3.692574 -6.462686 -0.456087 0.0 0.0 0.0
Br -3.843823 -6.711914 1.449859 -0.2 -0.2 -0.3
Br -2.130661 -7.352787 -1.162261 -0.1 0.0 0.1
Br -5.303023 -6.988223 -1.381132 0.2 0.0 0.1
H -3.558992 -5.400014 -0.627372 0.0 -0.1 0.0
C 2.446322 2.471679 -3.593909 0.1 0.1 -0.4
Br 3.869807 3.760627 -3.399945 -0.1 -0.1 -0.1
Br 1.330512 2.856570 -5.126299 0.2 -0.1 -0.1
Br 3.119840 0.663520 -3.638458 -0.1 0.1 0.0
H 1.819728 2.553481 -2.712498 0.4 -0.2 -0.7
C -2.302196 -2.100179 -6.295775 0.0 0.1 0.0
Br -1.548283 -0.330704 -6.154771 0.0 -0.2 -0.1
Br -4.143680 -2.130873 -5.720417 0.1 0.0 -0.1
Br -2.074557 -2.863065 -8.053559 -0.1 0.1 0.2
H -1.753968 -2.713861 -5.600699 0.1 -0.1 0.0
C 4.818723 7.238071 2.165123 0.1 0.1 0.1
Br 3.725884 7.595225 0.613914 0.3 -0.1 0.0
Br 4.384295 5.534877 2.969370 0.0 0.1 -0.1
Br 6.697822 7.380872 1.756980 -0.3 -0.1 0.0
H 4.589659 8.001756 2.897816 0.0 -0.1 0.0
C 6.682527 -0.297994 -4.739194 0.0 0.0 0.0
Br 7.288014 1.333609 -5.578144 -0.1 -0.2 0.1
Br 6.935512 -1.829845 -5.887448 0.0 0.1 0.1
Br 7.499822 -0.558008 -3.006347 -0.1 0.0 -0.2
H 5.614604 -0.196095 -4.576328 0.2 0.0 0.0
C -0.864594 -8.872415 -4.595464 0.0 0.0 0.0
Br 0.548564 -7.560597 -4.705996 -0.1 -0.2 0.0
Br -2.173219 -8.629779 -5.992875 0.1 0.0 0.1
Br -0.169062 -10.672995 -4.567409 -0.1 0.2 0.0
H -1.374140 -8.713645 -3.653399 0.0 0.0 -0.1
C -6.655788 -0.934471 -0.852495 0.1 0.0 0.0
Br -8.166876 -2.134564 -0.792794 0.2 0.1 0.0
Br -5.428396 -1.398687 -2.267014 -0.1 0.1 0.1
Br -7.210125 0.912707 -0.964082 0.0 -0.1 0.0
H -6.121204 -1.049823 0.082727 0.0 0.0 -0.1
C -1.707503 4.048497 -7.259808 0.0 0.0 0.2
Br -3.231611 2.882170 -7.436266 0.1 0.1 -0.1
Br -0.300230 3.608612 -8.501617 -0.1 0.0 0.0
Br -2.205921 5.911337 -7.359309 0.0 -0.2 0.0
H -1.304711 3.880758 -6.268110 0.0 0.1 -0.1
C 9.705662 6.687801 -1.592120 0.0 0.0 -0.1
Br 9.791348 7.371704 0.212810 0.1 -0.1 -0.1
Br 10.871549 5.169982 -1.835938 -0.1 0.1 0.1
Br 7.891209 6.291421 -2.118547 0.2 0.0 0.1
H 10.063337 7.472818 -2.246057 0.0 0.0 0.1


2.
11
Properties=species:S:1:pos:R:3:forces:R:3 method="wB97M-V/def2-TZVPD" lumo_energy_ev=0.91 smiles="[H]/N=C1/C=CCO1" e_above_lowest_kcal_mol=16.7 e_homo_ev=-9.51 e_tot_ha=-285.387893 molar_mass_g_mol=83.090
N -1.303498 -0.630245 1.840821 0.1 0.2 -0.3
C -0.668714 -0.291096 0.802251 -0.1 -0.2 0.2
C 0.145938 -1.158535 -0.071161 0.0 0.1 -0.1
C 0.772725 -0.390964 -0.957809 -0.1 0.0 0.1
C 0.425225 1.045853 -0.681737 0.1 0.0 -0.1
O -0.601806 0.984113 0.303968 0.0 0.0 0.2
H -1.746296 0.188812 2.259183 0.0 -0.1 0.0
H 0.190356 -2.232545 0.051786 0.0 0.2 0.0
H 1.442610 -0.706117 -1.750247 0.0 0.1 0.2
H 0.073007 1.601064 -1.556958 -0.1 -0.1 0.1
H 1.270453 1.589660 -0.240097 0.0 0.0 -0.2


3.
16
Properties=species:S:1:pos:R:3:forces:R:3 method="wB97M-V/def2-TZVPD" lumo_energy_ev=1.07 smiles="C=CC=C(C)C" e_above_lowest_kcal_mol=41.6 e_homo_ev=-8.41 e_tot_ha=-234.536278 molar_mass_g_mol=82.146
C 0.386052 0.494057 1.615740 0.5 1.2 -0.1
C 0.715977 -0.284378 0.341140 -1.6 0.4 -2.2
C -0.209273 -0.415431 -0.671782 1.0 0.3 0.4
C -1.535696 0.257831 -0.635701 1.1 1.7 0.5
C -2.592263 -0.173977 -1.278925 0.3 -1.3 0.6
C 2.171093 -0.436645 -0.081358 -0.3 0.9 3.2
H 1.039390 1.442945 1.542302 -1.3 -1.0 0.0
H -0.722434 0.762556 1.692767 1.7 -0.4 0.0
H 0.757169 0.086363 2.585894 -0.5 -0.3 -0.8
H 0.100435 -0.841802 -1.703553 -0.4 0.6 2.0
H -1.553067 1.294938 -0.172428 0.0 -1.4 -0.4
H -2.521800 -1.190710 -1.587755 -0.2 -0.6 -0.8
H -3.546487 0.251711 -1.224363 -1.1 0.9 -0.2
H 2.314464 0.213555 -0.908185 0.4 0.5 -0.7
H 2.737795 -0.033028 0.824873 0.0 -0.8 -1.4
H 2.458650 -1.427983 -0.338663 0.3 -0.8 0.0